Record 1
The following is a DFT calculation (ωB97M-V/def2-TZVPD) of a molecular structure, C54H58N6NaO4PSi3.

CARTESIAN COORDINATES (ANGSTROEM)
1 Na 0.90375 -0.89371 0.15952
2 C 4.37265 0.17878 -2.36587
3 C 5.40666 0.47371 -1.47657
4 C 5.11941 0.66566 -0.14702
5 C 3.78736 0.54910 0.30458
6 N 2.80309 0.23341 -0.54909
7 C 3.10208 0.06850 -1.84149
8 N 3.50753 0.92087 1.59678
9 C 2.68536 0.32090 2.40626
10 N 2.11922 -0.90841 2.33298
11 C 1.60458 -1.20254 3.58247
12 N 1.22867 -2.32394 4.04157
13 C 1.28666 -3.55440 3.42866
14 C 2.53287 -4.18825 3.26045
15 C 2.57196 -5.46405 2.75056
16 C 1.38237 -6.10009 2.40561
17 C 0.20994 -5.39273 2.59693
18 N 0.14850 -4.15757 3.09174
19 C 1.68432 0.00598 4.45952
20 C 1.25691 0.25484 5.74675
21 C 1.51479 1.51686 6.27790
22 C 2.19592 2.48087 5.53654
23 C 2.63950 2.20639 4.24430
24 C 2.36520 0.95778 3.72604
25 H 4.55149 0.02205 -3.42158
26 H 6.42685 0.56540 -1.83274
27 H 5.88563 0.90947 0.57689
28 H 2.26092 -0.16356 -2.48913
29 H 3.43531 -3.65270 3.52539
30 H 3.52311 -5.96618 2.61658
31 H 1.37175 -7.10100 1.99486
32 H -0.74940 -5.83609 2.34184
33 H 0.72624 -0.50401 6.30900
34 H 1.17636 1.75624 7.27952
35 H 2.37516 3.45652 5.97363
36 H 3.17827 2.94057 3.65717
37 C -1.08614 -3.15004 0.29467
38 O -1.59085 -2.03835 1.00954
39 Si -3.24355 -1.68149 1.02235
40 C -3.66721 -1.49028 -0.81642
41 C -4.12082 -3.30254 1.50420
42 C -3.74579 -0.32371 2.06851
43 Si -3.99633 -0.53323 3.84748
44 C -3.38714 0.91589 4.92531
45 C -5.85780 -0.66865 4.27155
46 C -3.21215 -2.01185 4.72411
47 Si -3.79866 1.36935 1.48848
48 C -4.09034 1.59130 -0.36817
49 C -5.28595 2.33397 2.20923
50 C -2.27130 2.41956 1.92136
51 H -1.08370 -2.96462 -0.78525
52 H -1.66713 -4.05762 0.49222
53 H -0.06090 -3.34250 0.60720
54 H -4.69589 -1.14666 -0.95559
55 H -3.54680 -2.43924 -1.35266
56 H -2.99290 -0.76549 -1.28542
57 H -3.47402 -4.17967 1.38159
58 H -5.01184 -3.46002 0.88780
59 H -4.43877 -3.27494 2.54477
60 H -3.66460 1.88989 4.51567
61 H -2.29374 0.89207 5.00067
62 H -3.79921 0.84851 5.93930
63 H -6.42799 0.01033 3.63158
64 H -6.07832 -0.42481 5.32014
65 H -6.21922 -1.68601 4.07756
66 H -2.12196 -1.97571 4.62748
67 H -3.53079 -2.97077 4.31310
68 H -3.47427 -1.99899 5.78816
69 H -4.89549 0.93411 -0.70679
70 H -3.19087 1.35747 -0.94451
71 H -4.38161 2.62014 -0.58747
72 H -6.21224 1.98355 1.73890
73 H -5.19706 3.41318 2.02272
74 H -5.39309 2.18737 3.28787
75 H -1.95425 2.21025 2.94395
76 H -2.44461 3.50141 1.84053
77 H -1.44015 2.14736 1.26051
78 O 0.03594 1.55697 -0.95437
79 P 0.40612 2.32055 -2.17199
80 C 0.14756 1.42570 -3.71980
81 C 1.15776 1.03905 -4.59368
82 C 0.84105 0.35968 -5.76330
83 C -0.48102 0.05640 -6.05338
84 C -1.49016 0.41261 -5.16669
85 C -1.17861 1.09955 -4.00616
86 C 2.09630 2.97445 -2.12939
87 C 2.73701 3.55403 -3.22236
88 C 4.00058 4.10710 -3.07396
89 C 4.62665 4.09122 -1.83355
90 C 3.97980 3.54132 -0.73698
91 C 2.71218 2.99492 -0.88112
92 C -0.53606 3.86026 -2.39291
93 C -0.65774 4.50074 -3.62348
94 C -1.28217 5.73647 -3.70712
95 C -1.78445 6.34006 -2.56033
96 C -1.66742 5.70359 -1.33414
97 C -1.04072 4.46712 -1.25050
98 H 2.19421 1.24424 -4.35497
99 H 1.63071 0.05321 -6.43874
100 H -0.72680 -0.47390 -6.96615
101 H -2.51840 0.14658 -5.37468
102 H -1.96018 1.36650 -3.30196
103 H 2.25286 3.57777 -4.19135
104 H 4.49593 4.55281 -3.92839
105 H 5.62031 4.50893 -1.72447
106 H 4.46155 3.51973 0.23253
107 H 2.20551 2.54928 -0.03240
108 H -0.28345 4.02137 -4.52217
109 H -1.38237 6.22791 -4.66749
110 H -2.27322 7.30498 -2.62631
111 H -2.07460 6.16167 -0.44138
112 H -0.95330 3.95085 -0.30329
113 O 0.13073 -1.57210 -2.70253
114 C 1.06440 -2.35946 -2.56321
115 N 1.68489 -2.67134 -1.39936
116 C 2.69484 -3.56414 -1.65080
117 O 3.46674 -4.07067 -0.85778
118 C 2.73334 -3.84970 -3.14792
119 C 3.54036 -4.65891 -3.91705
120 C 3.30542 -4.69225 -5.29362
121 C 2.28551 -3.93336 -5.86156
122 C 1.47188 -3.12270 -5.06701
123 C 1.72032 -3.10133 -3.71153
124 H 4.33060 -5.24558 -3.46328
125 H 3.92018 -5.32038 -5.92830
126 H 2.12143 -3.97697 -6.93236
127 H 0.67245 -2.52800 -5.49403

## Properties
**Highest occupied orbital energy**: -1.53 eV
**Kohn-Sham gap**: 4.994 eV
**Net charge**: -2
**E_tot**: -4094.5302 Ha



Record 2
The following is a DFT calculation (ωB97M-V/def2-TZVPD) of 2 unconnected molecules or ions with the total composition C2H8NO2.

CARTESIAN COORDINATES (ANGSTROEM)
1 C 2.24825 -0.28334 -0.66050
2 O 1.30240 0.53860 -1.26752
3 H 2.79237 -0.78509 -1.48194
4 H 2.97430 0.32683 -0.09309
5 H 1.80625 -1.07289 -0.04157
6 N -2.30462 -0.20420 1.23552
7 C -1.46014 0.13445 0.04363
8 O -0.52901 1.10390 0.23312
9 H -1.80040 -0.86632 1.81805
10 H -2.34700 0.66216 1.76846
11 H -1.01915 -0.85658 -0.21451
12 H -2.14406 0.44408 -0.75877
13 H 0.48081 0.85842 -0.58087

## Properties
**Highest occupied orbital energy**: -3.53 eV
**Energy relative to the best compared isomer or geometry (same formula, charge and spin)**: 45.3 kJ/mol
**Kohn-Sham gap**: 8.030 eV
**Net charge**: -1
**E_tot**: -286.2300 Ha



Record 3
The following is a DFT calculation (ωB97M-V/def2-TZVPD) of a molecular structure, C30H25N9O11P2SSr.

CARTESIAN COORDINATES (ANGSTROEM)
1 Sr 0.38991 1.54542 -1.34061
2 O 3.32872 -3.68074 -0.35964
3 C 2.64123 -3.95013 -1.48263
4 C 2.71970 -5.24088 -2.00840
5 C 2.03699 -5.57140 -3.16481
6 C 1.26186 -4.62353 -3.82208
7 C 1.17420 -3.34580 -3.29694
8 C 1.84669 -2.98567 -2.13302
9 C 1.67621 -1.59260 -1.61065
10 O 0.78779 -0.85430 -2.13259
11 N 2.47040 -1.28192 -0.60347
12 N 2.28603 0.00643 -0.11176
13 C 2.91696 0.20738 0.98540
14 C 2.94351 1.43115 1.77128
15 C 3.54153 1.35088 3.03663
16 C 3.65685 2.43966 3.87650
17 C 3.18202 3.67722 3.41724
18 C 2.60414 3.79999 2.17768
19 C 2.41871 2.68281 1.30419
20 O 1.81584 2.81941 0.19132
21 H 3.16936 -2.69640 -0.18438
22 H 3.32781 -5.96796 -1.48481
23 H 2.10938 -6.57980 -3.55655
24 H 0.72555 -4.87936 -4.72637
25 H 0.58177 -2.58419 -3.78760
26 H 3.49233 -0.62842 1.39856
27 H 3.91700 0.38313 3.35903
28 H 4.10965 2.34293 4.85521
29 H 3.27033 4.55323 4.05277
30 H 2.23128 4.75470 1.82484
31 S 1.40168 0.90012 6.41434
32 N 1.28426 -0.29194 5.32297
33 C 0.68859 0.22252 4.26290
34 C 0.37840 -0.49027 3.03868
35 C 0.67541 -1.84355 2.86011
36 C 0.32808 -2.44314 1.67454
37 C -0.28688 -1.66587 0.69189
38 N -0.54555 -0.37604 0.82989
39 C -0.22730 0.21113 1.99347
40 C -0.53010 1.65461 2.13452
41 N -1.01019 2.28182 1.05602
42 C -1.28358 3.57514 1.13896
43 C -1.11363 4.31028 2.31450
44 C -0.60206 3.68095 3.42321
45 C -0.28993 2.32610 3.33876
46 C 0.33844 1.59584 4.42076
47 N 0.66426 2.09031 5.60016
48 H 1.16735 -2.38808 3.65565
49 H 0.53298 -3.48599 1.47698
50 H -0.57087 -2.12188 -0.24705
51 H -1.62770 4.03729 0.22107
52 H -1.34760 5.36638 2.32416
53 H -0.40258 4.20985 4.34650
54 O -3.59100 3.30571 -3.22868
55 P -2.04342 2.92923 -2.93659
56 O -1.90875 1.43432 -2.67353
57 O -1.51059 3.75795 -1.82717
58 O -1.41996 3.23651 -4.37275
59 P 0.01280 2.47622 -4.84313
60 O -0.53315 0.96594 -5.00158
61 O 0.41475 3.03476 -6.14169
62 O 0.87551 2.53995 -3.61251
63 H -3.74922 3.21888 -4.17561
64 H -1.03217 0.80278 -4.17109
65 C -4.38259 -0.07345 -1.13209
66 N -4.14185 -1.50132 -1.23925
67 C -4.72721 -2.42439 -0.29491
68 C -3.75502 -3.61170 -0.36967
69 O -3.96350 -4.67700 0.18180
70 N -2.68189 -3.25996 -1.13820
71 C -2.91585 -2.02316 -1.57207
72 N -2.06726 -1.31313 -2.30291
73 H -5.44370 0.08216 -0.94035
74 H -4.12256 0.43849 -2.05595
75 H -3.79937 0.38129 -0.32269
76 H -5.74303 -2.72084 -0.56006
77 H -4.72758 -2.01915 0.72345
78 H -1.07800 -1.55729 -2.32405
79 H -2.22066 -0.30965 -2.40607

## Properties
**Highest occupied orbital energy**: -2.67 eV
**Energy relative to the best compared isomer or geometry (same formula, charge and spin)**: 0.0 kJ/mol
**Kohn-Sham gap**: 6.088 eV
**Net charge**: -2
**E_tot**: -3591.0048 Ha



Here are the calculated E_LUMO numbers, same order: 3.460; 4.497; 3.423 (eV).